[1]
{
  "formula": "CHBrO",
  "method": "the ωB97M-V functional and the def2-TZVPD basis",
  "gap_ev": [9.16, 9.40],
  "multiplicity": 3,
  "de_lowest_kcal_mol": 33.9,
  "homo_energy_ha": [-0.3200, -0.4053],
  "s_squared": 2.008,
  "species": ["C", "O", "Br", "H"],
  "positions_angstrom": [[-0.57758, 0.21352, 0.70233], [-0.32632, 1.95320, 0.84043], [-1.23136, -0.78170, 2.00984], [0.06025, -0.10977, -0.09681]],
  "forces_ev_per_a": [[0.76, 5.46, -0.99], [-0.77, -5.12, 0.01], [-0.25, -0.25, 0.99], [0.26, -0.08, 0.00]]
}

***

[2]
{
  "formula": "C33H29F4IrN4O4S3Si",
  "method": "the ωB97M-V functional and the def2-TZVPD basis",
  "gap_ev": [6.45, 6.49],
  "total_charge": -1,
  "multiplicity": 2,
  "de_lowest_kcal_mol": 79.8,
  "homo_energy_ha": [-0.1662, -0.1676],
  "s_squared": 0.754,
  "species": ["Ir", "C", "N", "C", "C", "C", "N", "C", "C", "F", "C", "F", "C", "C", "F", "C", "F", "H", "H", "H", "H", "H", "H", "H", "H", "H", "H", "H", "S", "C", "C", "N", "C", "S", "C", "N", "O", "Si", "C", "C", "C", "C", "C", "C", "C", "C", "C", "C", "C", "C", "C", "C", "C", "C", "C", "C", "H", "H", "H", "H", "H", "H", "H", "H", "H", "H", "H", "H", "H", "H", "H", "C", "S", "O", "O", "O", "H", "H", "H"],
  "positions_angstrom": [[0.65381, 1.57494, -1.80883], [-1.02035, 2.03990, 1.17188], [-0.12565, 2.85138, 0.40607], [-0.68455, 4.19604, 0.24851], [1.27069, 2.90489, 0.87908], [2.07978, 1.62448, 0.72103], [2.15928, 1.14823, -0.66055], [3.29178, 0.34292, -0.95861], [3.68953, 0.27020, -2.32643], [3.64870, 1.41500, -3.07016], [4.82524, -0.52836, -2.58286], [5.27937, -0.53809, -3.85184], [5.47315, -1.29247, -1.65115], [5.02924, -1.26028, -0.34697], [5.60732, -2.01679, 0.61643], [3.95590, -0.45936, -0.03008], [3.51538, -0.54364, 1.25872], [-0.82192, 2.01292, 2.25164], [-1.27772, 0.71791, -0.39729], [-2.04222, 2.36368, 0.97785], [-0.76432, 4.72266, 1.21025], [-1.66904, 4.13322, -0.21407], [-0.04321, 4.76531, -0.42049], [1.29648, 3.20832, 1.93773], [1.75048, 3.68679, 0.28827], [1.67354, 0.85880, 1.39579], [3.08110, 1.85144, 1.10091], [6.32049, -1.89515, -1.94751], [-1.39586, 0.60879, -2.03201], [-2.51257, 1.93297, -2.44867], [-3.90356, 1.69531, -2.27429], [-5.00428, 1.42222, -2.06077], [-1.96339, 3.05710, -2.97246], [-0.24441, 3.26075, -3.08859], [-2.80185, 4.12770, -3.43825], [-3.45784, 5.00460, -3.79045], [-0.96673, 0.65977, 0.69205], [-1.18818, -0.79000, 1.49067], [-0.59302, -1.99093, 0.22903], [-1.44744, -2.97432, -0.27928], [-0.99700, -3.86026, -1.24894], [0.30657, -3.76759, -1.71951], [1.16864, -2.79919, -1.22429], [0.71837, -1.92397, -0.24866], [-0.15373, -0.67698, 3.03352], [1.03484, -1.40293, 3.14151], [1.85298, -1.26677, 4.25565], [1.48728, -0.40825, 5.28064], [0.30247, 0.31242, 5.19981], [-0.51225, 0.17302, 4.08652], [-2.99741, -0.90844, 1.88144], [-3.47102, -1.32472, 3.12742], [-4.83430, -1.35723, 3.39058], [-5.73652, -0.96022, 2.41254], [-5.28319, -0.54129, 1.16890], [-3.92265, -0.52679, 0.90354], [-2.47436, -3.03682, 0.06315], [-1.66933, -4.60575, -1.65463], [0.65253, -4.42507, -2.50796], [2.16378, -2.69023, -1.63427], [1.38797, -1.14753, 0.09346], [1.34543, -2.06257, 2.34088], [2.78089, -1.82076, 4.30946], [2.12869, -0.29670, 6.14611], [0.01323, 0.97953, 6.00199], [-1.44065, 0.73525, 4.04686], [-2.77491, -1.62188, 3.90297], [-5.19206, -1.68090, 4.35987], [-6.79935, -0.96927, 2.62072], [-5.97754, -0.20977, 0.40748], [-3.58600, -0.18703, -0.07195], [0.33869, -1.32975, -4.63222], [2.09195, -1.17373, -4.43844], [2.57600, -0.49905, -5.61357], [2.61709, -2.49760, -4.17761], [2.17740, -0.31211, -3.18897], [-0.07389, -0.34140, -4.82102], [-0.09699, -1.75318, -3.72936], [0.17526, -1.98333, -5.48790]],
  "forces_ev_per_a": [[0.15, -0.09, -0.42], [-0.01, -0.26, -0.08], [0.03, -0.02, 0.19], [0.11, -0.06, -0.11], [-0.10, 0.02, -0.13], [-0.13, 0.03, 0.18], [0.46, 0.09, 0.41], [-0.54, 0.18, -0.41], [2.20, 0.73, 1.18], [-0.24, -0.04, 0.09], [-0.32, 0.14, -0.25], [0.08, 0.07, -0.04], [0.12, -0.22, 0.03], [-0.12, 0.11, -0.19], [0.05, -0.04, 0.02], [-0.16, -0.30, 0.17], [-0.03, 0.09, -0.02], [0.10, 0.01, -0.14], [-0.16, -0.47, -0.83], [-0.01, 0.12, 0.15], [0.00, 0.01, -0.02], [0.00, 0.00, 0.01], [-0.01, 0.00, 0.00], [0.02, -0.01, 0.02], [0.02, 0.00, 0.02], [0.01, 0.02, -0.08], [-0.01, 0.01, 0.01], [-0.02, -0.01, 0.01], [-0.24, -0.05, -0.18], [0.03, 0.03, -0.08], [0.10, -0.06, -0.04], [0.01, 0.05, 0.01], [0.02, -0.04, 0.01], [-0.19, 0.24, -0.17], [0.08, -0.01, 0.02], [0.01, -0.03, 0.01], [0.38, 1.71, 0.58], [-0.04, -1.17, 0.62], [-0.19, -0.23, 0.19], [0.08, -0.06, -0.06], [0.00, 0.07, 0.03], [0.02, -0.03, -0.11], [-0.03, 0.06, 0.03], [0.01, 0.06, -0.18], [-0.03, -0.08, -0.02], [0.06, 0.07, 0.06], [-0.05, 0.02, -0.04], [0.05, 0.01, 0.05], [-0.02, -0.03, -0.03], [0.05, 0.00, 0.07], [0.02, 0.04, 0.02], [-0.12, -0.02, -0.02], [0.01, 0.01, -0.05], [-0.03, 0.00, 0.01], [-0.01, 0.01, -0.03], [-0.01, 0.11, 0.07], [0.01, 0.01, 0.03], [0.00, -0.01, 0.01], [0.00, -0.01, 0.02], [0.02, -0.04, -0.02], [0.01, 0.03, 0.07], [-0.03, -0.01, 0.00], [0.00, 0.00, 0.01], [0.00, 0.00, 0.00], [0.01, 0.00, 0.01], [-0.01, -0.05, -0.02], [0.03, 0.00, -0.01], [0.00, -0.01, 0.00], [0.01, -0.01, 0.01], [0.00, -0.02, -0.02], [-0.01, -0.05, 0.01], [-0.08, -0.04, -0.05], [-0.24, 0.37, 0.47], [0.12, 0.00, -0.10], [0.07, -0.14, 0.01], [-1.35, -0.80, -0.95], [0.01, 0.01, -0.01], [0.04, -0.02, -0.01], [-0.04, 0.00, 0.01]]
}

***

[3]
{
  "formula": "C36H37AsBN6O2PtS4",
  "method": "the ωB97M-V functional and the def2-TZVPD basis",
  "gap_ev": [7.45, 5.00],
  "total_charge": 1,
  "multiplicity": 5,
  "homo_energy_ha": [-0.3439, -0.4127],
  "s_squared": 6.019,
  "species": ["Pt", "C", "C", "C", "C", "C", "N", "N", "B", "N", "N", "C", "C", "C", "C", "C", "N", "N", "C", "C", "C", "C", "C", "H", "H", "H", "H", "H", "H", "H", "H", "H", "H", "H", "H", "H", "H", "H", "H", "H", "H", "H", "H", "H", "H", "O", "C", "S", "C", "C", "S", "S", "S", "O", "As", "C", "C", "C", "C", "C", "C", "C", "C", "C", "C", "C", "C", "C", "C", "C", "C", "C", "C", "H", "H", "H", "H", "H", "H", "H", "H", "H", "H", "H", "H", "H", "H", "H"],
  "positions_angstrom": [[0.26152, -0.36324, 2.83455], [0.24692, -1.60521, 6.30512], [-1.00115, -1.59319, 5.47381], [-2.33670, -1.85815, 5.86463], [-3.07937, -1.92623, 4.62638], [-4.54719, -2.36464, 4.58294], [-2.23280, -1.92510, 3.59462], [-0.89648, -1.66481, 4.06002], [-2.68770, -1.87296, 2.13516], [-2.70174, -0.37224, 1.70124], [-1.50127, 0.39577, 1.86727], [-1.63879, 1.49121, 1.11148], [-0.57971, 2.54221, 0.95327], [-2.98184, 1.50435, 0.56620], [-3.50169, 0.27465, 0.93234], [-4.92386, -0.15149, 0.72327], [-1.34324, -2.52162, 1.51422], [-0.05875, -1.85645, 1.45409], [0.81462, -2.72604, 0.83255], [2.09894, -2.35553, 0.12256], [0.14173, -3.97124, 0.68310], [-1.14909, -3.76192, 1.07764], [-2.20144, -4.70322, 1.10837], [0.21181, -1.84608, 7.36534], [0.90070, -2.31423, 5.82661], [0.74123, -0.63288, 6.26030], [-2.63894, -1.94628, 6.92243], [-4.62933, -3.03511, 3.70908], [-4.74721, -2.96293, 5.45662], [-5.32036, -1.53902, 4.57633], [-3.76902, -2.36533, 1.94084], [0.32742, 2.05544, 0.63645], [-0.94658, 3.33237, 0.27576], [-0.28871, 3.03188, 1.91287], [-3.47392, 2.34481, 0.04214], [-5.56549, 0.74368, 0.48953], [-4.89183, -0.86307, -0.11194], [-5.41082, -0.65248, 1.59236], [1.97725, -1.39700, -0.42398], [2.90108, -2.18803, 0.87919], [2.39460, -3.07558, -0.64382], [0.53554, -4.87884, 0.25680], [-2.93848, -4.45184, 1.82902], [-2.64843, -4.80835, 0.06312], [-1.69781, -5.69460, 1.37790], [5.11897, 3.71297, 5.41744], [4.21792, 3.21682, 4.79449], [2.43362, 3.65184, 4.76846], [1.80289, 2.05993, 4.18601], [2.79676, 1.12750, 3.81151], [2.54669, -0.53006, 3.35504], [4.42145, 1.57121, 3.93307], [0.15457, 1.57859, 4.22607], [1.30522, 0.51641, -1.39404], [1.51285, 1.10492, -2.93457], [2.95612, 0.22780, -3.84084], [3.15442, -1.12221, -3.58314], [4.04659, -1.87187, -4.32533], [4.89022, -1.26012, -5.26716], [4.78249, 0.12562, -5.42039], [3.82750, 0.89197, -4.77064], [1.54225, 3.04149, -2.94295], [2.76703, 3.64849, -2.51890], [2.75395, 4.99014, -2.18853], [1.62998, 5.76247, -2.44699], [0.49288, 5.21915, -2.97343], [0.40521, 3.80777, -3.20630], [-0.02579, 0.68977, -4.10561], [-0.17928, 1.10340, -5.44491], [-1.30247, 0.69193, -6.10441], [-2.24423, -0.13015, -5.48286], [-2.07846, -0.44662, -4.13762], [-0.97572, -0.03163, -3.38464], [2.53780, -1.65229, -2.84659], [4.15870, -2.89596, -4.08491], [5.54410, -1.86666, -5.92206], [5.42851, 0.65454, -6.14205], [3.85098, 1.98093, -4.99704], [3.67093, 3.04579, -2.55801], [3.68189, 5.44456, -1.76644], [1.60962, 6.80078, -2.21229], [-0.38537, 5.82274, -3.20043], [-0.51800, 3.27428, -3.57647], [0.65644, 1.67737, -5.86940], [-1.52076, 0.90674, -7.14429], [-3.02935, -0.59086, -6.02364], [-2.76701, -1.18224, -3.70669], [-0.89574, -0.23870, -2.32631]],
  "forces_ev_per_a": [[-0.32, -0.55, 0.17], [0.29, 0.79, -0.57], [-1.46, -1.48, -1.01], [1.41, 1.15, -1.36], [0.19, -1.33, 2.37], [0.38, 0.59, -0.96], [-0.01, 1.25, 2.34], [-2.38, -0.08, 1.92], [2.26, 1.22, -0.16], [3.78, -1.09, 1.71], [-2.08, -0.02, -1.36], [-1.95, 0.18, 0.23], [-0.36, 0.40, 0.96], [1.78, 0.33, 0.06], [-3.04, 2.42, -0.67], [-0.70, 0.06, -0.24], [1.77, 0.78, -0.93], [-1.06, -1.93, -1.52], [-1.61, -1.22, -0.93], [0.19, 1.21, 1.10], [1.81, 1.50, -0.34], [0.46, 1.62, 0.59], [-0.55, -3.52, -1.55], [-0.82, -0.17, -0.13], [0.51, -0.28, -0.07], [0.06, 0.07, -0.16], [-0.15, 0.06, -1.02], [-0.49, 0.49, 0.35], [0.03, -0.12, 0.38], [1.09, -0.78, -0.30], [0.68, -0.17, -0.17], [0.41, -0.01, -0.79], [0.48, -0.52, 0.10], [-0.60, -0.33, -0.50], [0.45, -0.90, 0.30], [0.76, -1.00, -0.07], [-0.61, 0.18, 0.05], [0.69, 0.31, -0.53], [-0.18, -0.24, 0.45], [-0.27, -0.26, -0.72], [-0.13, -0.30, 0.56], [0.06, 0.06, -0.02], [-0.81, -0.01, 0.45], [0.31, -0.01, 1.42], [-1.14, 1.07, -0.40], [-1.80, -0.24, -1.50], [0.37, -1.21, 0.93], [-0.03, -0.90, -0.27], [0.50, 0.04, 0.31], [-0.43, -0.53, 0.08], [0.61, 0.90, 0.25], [1.07, 1.09, 0.35], [0.63, 1.46, 0.56], [0.02, 0.09, -0.57], [-1.15, 0.08, -0.39], [1.47, 1.35, -0.79], [-0.81, -0.19, 0.10], [1.07, 1.00, -0.43], [-0.69, -0.15, 0.09], [0.53, 0.17, -1.06], [-0.47, -0.44, 0.85], [1.25, 0.41, -0.01], [-1.41, -0.33, -0.53], [1.55, 0.05, 0.11], [-0.05, -0.06, 0.34], [-1.26, -1.93, -0.69], [0.02, 0.02, 0.18], [0.52, 0.31, 1.55], [1.21, -0.17, 1.41], [-1.09, -0.43, -1.02], [1.33, 0.29, 1.40], [-0.51, -1.12, 0.15], [-0.66, 0.40, -1.79], [0.17, 0.43, -0.22], [0.01, -0.97, -0.05], [-0.28, 0.54, 0.68], [-0.27, -0.46, 0.43], [-0.52, -0.90, 0.45], [-0.04, 0.15, 0.58], [-0.92, -0.28, -0.50], [0.24, 0.66, 0.13], [0.30, 0.00, 0.11], [1.01, 0.98, 0.47], [-0.68, -0.20, -0.20], [0.46, 0.30, -0.03], [-0.72, -0.07, -0.51], [0.01, 0.50, 0.03], [0.30, -0.10, -0.04]]
}

***

[4]
{
  "formula": "CH8O2S2",
  "method": "the ωB97M-V functional and the def2-TZVPD basis",
  "gap_ev": [3.16, 5.68],
  "total_charge": -1,
  "multiplicity": 2,
  "de_lowest_kcal_mol": 10.9,
  "homo_energy_ha": [-0.0037, -0.1001],
  "s_squared": 0.754,
  "species": ["C", "S", "S", "H", "H", "H", "H", "H", "H", "O", "H", "H", "O"],
  "positions_angstrom": [[-1.53039, -1.49114, -0.02510], [-2.00040, 0.30611, -0.15604], [-0.18148, 1.66123, -0.25955], [-1.56214, -1.80891, -1.06846], [-2.14419, -2.10108, 0.64350], [-0.51210, -1.53447, 0.34564], [0.50238, 1.10176, 0.76583], [4.13166, -1.13765, -1.27192], [2.98492, -0.08023, -1.09291], [3.52108, -0.75253, -0.64296], [2.09716, -1.40500, 0.71055], [1.65860, -1.49892, 2.09330], [1.36063, -1.13154, 1.26458]],
  "forces_ev_per_a": [[0.20, 0.85, -0.65], [-2.06, -1.60, 0.77], [2.29, 1.04, -0.12], [0.00, -0.68, 0.25], [-0.26, 0.21, -0.22], [0.02, -0.02, -0.10], [-0.37, 0.19, -0.21], [-0.08, 0.12, -0.29], [0.09, -0.14, 0.05], [-0.12, 0.03, 0.30], [0.15, 0.34, -0.77], [-0.25, -0.01, 0.75], [0.40, -0.33, 0.22]]
}